Arrangement one

The following is a quantum chemistry calculation of a 2-piece molecular cluster, C3H10N2O2 overall, from the Open Molecules 2025 dataset.

```
17
Properties=species:S:1:pos:R:3:nbo_charge:R:1
O -0.78841 -0.19446 -1.85510 -0.331
C 0.20256 0.04829 -1.26480 0.615
N 0.13528 0.51506 0.04838 -0.320
C -1.19689 0.71777 0.89493 -0.038
N -0.61378 1.69678 1.91917 -0.786
C 1.60144 -0.08316 -1.74951 -0.746
H 0.98245 0.53911 0.57869 0.430
H -1.94781 0.88994 0.29215 0.228
H -1.28438 -0.24957 1.49228 0.277
H -0.46484 2.70187 1.61346 0.400
H -1.08519 1.85124 2.81707 0.419
H 2.32297 0.40732 -1.05334 0.247
H 1.84353 -1.22186 -1.77591 0.292
H 1.76674 0.08802 -2.84156 0.305
H 0.13685 -1.99386 0.24042 0.446
H -1.20956 -2.94091 0.05838 0.493
O -0.40097 -2.77158 0.58529 -0.932
```

Results
Net charge: +1
E_LUMO (alpha / beta) (eV): -3.3752 / -9.2605
2S+1: 2


Arrangement two

The following is a quantum chemistry calculation of a 2-piece molecular cluster, C3H10N2O2 overall, from the Open Molecules 2025 dataset.

```
17
Properties=species:S:1:pos:R:3:nbo_charge:R:1
C 0.49418 0.11845 1.00656 -0.226
C 1.12178 -1.31978 0.80335 -0.476
C 1.92759 -1.58384 -0.51636 0.641
N 1.57011 -1.08703 -1.70438 -0.722
O 2.97157 -2.29931 -0.55332 -0.053
N 0.34347 0.30976 2.53232 -0.815
H -0.62489 0.11608 0.64973 0.223
H 1.12232 0.60261 0.25893 0.183
H 0.44836 -2.16506 0.95858 0.289
H 1.87530 -1.38880 1.56312 0.260
H 2.35733 -1.12137 -2.47788 0.462
H 0.66989 -0.68415 -1.91846 0.456
H 1.32128 0.48901 2.82552 0.363
H -0.28021 1.21456 2.85047 0.415
H -5.50867 3.50287 -2.07263 0.458
H -4.47611 2.66660 -2.33494 0.451
O -5.33330 2.62941 -1.87061 -0.909
```

Results
Net charge: +1
E_LUMO (alpha / beta) (eV): -4.4916 / -9.1273
2S+1: 2


Unit: kJ/mol. Relative energies: arrangement one 0.0; arrangement two 33.5.


Arrangement one

The following is a quantum chemistry calculation of a 2-piece molecular cluster, CH5NOS2 overall, from the Open Molecules 2025 dataset.

```
10
Properties=species:S:1:pos:R:3:nbo_charge:R:1
N 0.66246 -0.62080 1.16640 -0.833
C 1.37479 0.52271 1.09539 0.517
O 1.90164 0.90448 0.08067 -0.591
H 0.23690 -0.86949 2.03585 0.392
H 0.77849 -1.31814 0.43814 0.411
H 1.41152 1.10119 2.02516 0.108
S -0.90784 -0.06924 -2.56086 -0.122
S -2.17157 0.86230 -1.18662 -0.136
H -1.81937 -0.96258 -2.97261 0.123
H -1.46702 0.44956 -0.12152 0.131
```

Results
E_LUMO (eV): 0.3398


Arrangement two

The following is a quantum chemistry calculation of a 2-piece molecular cluster, CH5NOS2 overall, from the Open Molecules 2025 dataset.

```
10
Properties=species:S:1:pos:R:3:nbo_charge:R:1
N 1.16432 1.00398 0.46550 -0.812
C 1.70720 -0.21376 0.23546 0.533
O 1.30314 -1.00887 -0.57682 -0.608
H 0.17066 1.10601 0.30020 0.402
H 1.43785 1.38384 1.35307 0.379
H 2.61958 -0.41390 0.81812 0.105
S -2.24825 -1.44358 -0.09349 -0.143
S -2.30467 0.62839 -0.40506 -0.163
H -0.96863 -1.57811 -0.48901 0.167
H -2.88121 0.53600 -1.60798 0.140
```

Results
E_LUMO (eV): 0.2688


Unit: kJ/mol. Relative energies: arrangement one 11.6; arrangement two 0.0.


Arrangement one

The following is a quantum chemistry calculation of C12H26O10Zn as an isolated structure, from the Open Molecules 2025 dataset.

```
49
Properties=species:S:1:pos:R:3:nbo_charge:R:1
Zn -0.34906 -0.52238 -0.07902 1.396
O 0.36818 -2.16670 -2.19374 -1.152
H 0.93953 -2.45888 -2.93044 0.442
O -1.17527 1.08970 2.11106 -1.124
H -1.02428 1.35352 3.03957 0.433
C -0.08185 -2.34329 4.68457 -0.258
O 0.92790 -3.18076 4.23911 -0.485
C 0.87706 -3.52746 2.94035 0.993
O 0.12834 -2.98563 2.08248 -0.690
O 1.93125 -4.24070 2.57540 -0.504
C 2.00471 -5.10977 1.43835 -0.263
H 0.10040 -2.50281 5.74732 0.190
H -1.10126 -2.68490 4.50510 0.203
H 0.29162 -1.36531 4.38098 0.207
H 1.77336 -6.16234 1.60160 0.193
H 3.02563 -5.02552 1.06584 0.199
H 1.47398 -4.68021 0.58871 0.217
C 3.54860 2.67971 2.03685 -0.273
O 4.39172 2.34624 0.92858 -0.492
C 3.90129 1.45380 0.05680 0.992
O 2.88487 0.76005 0.22611 -0.671
O 4.66814 1.46168 -1.06186 -0.499
C 4.27324 0.64823 -2.14587 -0.257
H 4.21098 2.31345 2.82120 0.190
H 2.59656 2.16259 2.15640 0.226
H 3.37947 3.74934 2.16094 0.194
H 4.22540 -0.38156 -1.79182 0.195
H 5.13778 0.63953 -2.80965 0.195
H 3.33807 0.94627 -2.61994 0.200
C -5.89607 0.39979 -0.02893 -0.731
C -4.91979 -0.80067 0.05251 0.611
O -3.82216 -0.65813 -0.51531 -0.566
C -5.23502 -1.83492 1.12760 -0.716
H -6.93102 0.26496 0.28539 0.212
H -5.98731 0.61121 -1.09433 0.234
H -5.52103 1.28019 0.49293 0.251
H -4.41729 -2.54563 1.24715 0.238
H -6.15021 -2.28928 0.74804 0.229
H -5.54779 -1.39540 2.07475 0.242
C -0.06901 4.61484 -3.36598 -0.737
C -0.27882 3.11136 -3.51430 0.603
O -0.31732 2.29204 -2.55994 -0.563
C -0.30262 2.49207 -4.98592 -0.720
H 0.86160 4.96998 -3.80863 0.238
H 0.02211 4.91777 -2.32289 0.240
H -0.89125 5.25053 -3.69450 0.240
H 0.05775 3.18843 -5.74311 0.216
H -1.38149 2.39935 -5.11055 0.235
H 0.06018 1.46559 -5.03897 0.249
```

Results
E_LUMO (eV): -2.7370


Arrangement two

The following is a quantum chemistry calculation of C12H26O10Zn as an isolated structure, from the Open Molecules 2025 dataset.

```
49
Properties=species:S:1:pos:R:3:nbo_charge:R:1
Zn -23.44723 9.57591 19.29847 1.779
O -22.50003 9.98658 17.69559 -1.373
H -21.99084 9.67556 16.92195 0.456
O -24.57195 9.17622 20.74089 -1.385
H -25.39233 9.14672 21.27066 0.470
C -26.20040 6.39342 19.47956 -0.265
O -25.49121 6.18817 18.26926 -0.515
C -24.87707 7.25848 17.64204 1.030
O -24.84551 8.38864 18.12964 -0.701
O -24.39511 6.86461 16.55565 -0.472
C -24.03051 7.73171 15.51301 -0.275
H -25.52939 6.73298 20.26857 0.210
H -26.75156 5.51654 19.81928 0.194
H -26.88052 7.24070 19.39208 0.189
H -23.44848 7.23055 14.73959 0.197
H -23.38701 8.50419 15.93403 0.225
H -24.81731 8.25769 14.97228 0.191
C -20.64188 6.15549 17.99698 -0.247
O -20.93929 6.10138 19.33092 -0.495
C -21.82825 6.86170 19.97215 1.029
O -22.44376 7.79347 19.49128 -0.722
O -21.94830 6.44263 21.21433 -0.495
C -22.69952 7.21012 22.16413 -0.249
H -19.78396 5.49520 17.87004 0.195
H -20.36095 7.15616 17.66858 0.194
H -21.43559 5.72944 17.38331 0.184
H -22.29146 6.95081 23.14104 0.191
H -23.74474 6.99902 21.93818 0.213
H -22.41664 8.23460 21.92218 0.217
C -24.66496 12.38070 16.71450 -0.740
C -25.41867 11.63559 17.81621 0.639
O -24.86516 11.45478 18.91828 -0.606
C -26.74912 10.91931 17.50242 -0.727
H -24.04830 13.19993 17.08424 0.237
H -25.35472 12.62867 15.90775 0.209
H -23.89553 11.69267 16.36424 0.285
H -27.57047 11.25845 18.13369 0.241
H -26.67004 9.84355 17.65914 0.263
H -27.01848 11.07282 16.45745 0.204
C -21.84624 13.00239 19.49491 -0.741
C -21.34161 11.65055 20.00992 0.690
O -21.99839 10.68569 20.27000 -0.622
C -19.85303 11.65512 20.57632 -0.719
H -21.25075 13.81563 19.90980 0.219
H -22.92062 13.09170 19.65564 0.261
H -21.73301 12.99581 18.41083 0.256
H -19.33427 10.72850 20.33066 0.240
H -19.96008 11.73394 21.65819 0.234
H -19.48197 12.63399 20.27260 0.209
```

Results
E_LUMO (eV): 0.5965


Unit: kJ/mol. Relative energies: arrangement one 723.1; arrangement two 0.0.


Arrangement one

The following is a quantum chemistry calculation of CHFNPS2 as an isolated structure, from the Open Molecules 2025 dataset.

```
7
Properties=species:S:1:pos:R:3:nbo_charge:R:1
C -2.10295 -3.40404 -2.26416 -0.189
N -1.45732 -4.35258 -2.24656 -0.229
F -3.75590 -2.14829 -0.85984 -0.562
P -3.09094 -1.94107 -2.32547 1.077
S -0.86057 -0.34678 -1.86505 -0.217
S 0.79298 -0.05665 -0.66820 -0.009
H 0.25562 0.84172 0.17580 0.128
```

Results
E_LUMO (alpha / beta) (eV): -2.2377 / -2.4021


Arrangement two

The following is a quantum chemistry calculation of a 2-piece molecular cluster, CHFNPS2 overall, from the Open Molecules 2025 dataset.

```
7
Properties=species:S:1:pos:R:3:nbo_charge:R:1
C -0.52075 -0.04061 1.46287 -0.104
N -0.57335 -0.08561 2.60611 -0.209
F 2.18091 -0.43646 -0.89410 -0.554
P -1.01383 0.00438 -0.31439 0.882
S -1.31871 -1.64918 -1.19219 -0.258
S -1.05681 1.79299 -1.04676 -0.315
H 2.30254 0.41449 -0.62153 0.557
```

Results
E_LUMO (eV): -2.1503


Unit: kJ/mol. Relative energies: arrangement one 106.8; arrangement two 0.0.


Arrangement one

The following is a quantum chemistry calculation of a 2-piece molecular cluster, CH6NPS overall, from the Open Molecules 2025 dataset.

```
10
Properties=species:S:1:pos:R:3:nbo_charge:R:1
C -0.36779 1.25826 0.38993 -0.984
N -1.31280 -1.14614 0.08320 -1.065
P -0.57620 0.03768 -0.90567 0.737
S -3.96450 -0.03626 0.36754 -0.066
H -0.30471 0.62681 1.34185 0.242
H 0.45708 1.97067 0.11599 0.253
H -1.38011 1.72329 0.46768 0.242
H -1.69890 -1.86761 -0.54670 0.384
H -2.12495 -0.64929 0.48749 0.321
H 0.61743 -0.73586 -0.74374 -0.064
```

Results
E_LUMO (alpha / beta) (eV): -2.9241 / -2.9674


Arrangement two

The following is a quantum chemistry calculation of a 2-piece molecular cluster, CH6NPS overall, from the Open Molecules 2025 dataset.

```
10
Properties=species:S:1:pos:R:3:nbo_charge:R:1
C 1.68515 -0.93399 -0.08193 -0.680
N -1.05031 1.75000 -0.35935 -1.261
P -0.58828 0.47357 0.40277 1.162
S -2.01497 -0.95221 -0.08793 -0.299
H 2.42159 -0.16538 0.04674 0.192
H 1.63334 -1.68482 0.68332 0.192
H 1.49520 -1.25154 -1.08865 0.197
H -0.55244 2.60503 -0.16295 0.382
H -0.66328 0.42733 1.81861 -0.062
H -2.36599 -0.26799 -1.17064 0.176
```

Results
E_LUMO (alpha / beta) (eV): -0.3393 / -0.3309


Unit: kJ/mol. Relative energies: arrangement one 103.1; arrangement two 0.0.


Arrangement one

The following is a quantum chemistry calculation of a 2-piece molecular cluster, C2H5FSi overall, from the Open Molecules 2025 dataset.

```
9
Properties=species:S:1:pos:R:3:nbo_charge:R:1
Si -0.44991 -0.42930 0.71826 0.614
H -0.03198 0.31804 -0.39493 -0.228
H 0.48408 -0.13974 1.89280 -0.119
H -0.34134 -1.96809 0.19877 -0.134
H -1.99959 -0.29255 0.82683 -0.120
C 1.45360 0.66529 -2.58329 -0.412
C 1.46372 1.15744 -1.43964 0.385
F 1.48230 1.95830 -0.40165 -0.264
H 0.64436 0.08570 -2.15680 0.276
```

Results
E_LUMO (eV): 0.5071


Arrangement two

The following is a quantum chemistry calculation of one molecule with the formula C2H5FSi, from the Open Molecules 2025 dataset.

```
9
Properties=species:S:1:pos:R:3:nbo_charge:R:1
C 1.06730 -0.54650 -0.30060 -0.397
C -0.25511 -0.63603 -0.36917 -0.536
Si -1.18908 1.35716 -0.16332 1.450
F -0.66727 2.30751 -1.36937 -0.655
H 1.80273 -1.28508 -0.43982 0.186
H 1.64629 0.45674 -0.35488 0.175
H -0.70903 -1.58418 -0.41741 0.201
H -2.44961 0.97725 -0.57103 -0.232
H -0.80331 2.11390 1.02328 -0.193
```

Results
E_LUMO (eV): 0.8225


Unit: kJ/mol. Relative energies: arrangement one 542.4; arrangement two 0.0.